The following is a DFT calculation (wB97M-V/def2-TZVPD) of a structure of composition C36H54AsGeNO3PbSe2Te2.

Its spin multiplicity is 2. Its LUMO energy (alpha / beta) is -3.5 / -4.5 eV. The HOMO-LUMO gap (alpha / beta) comes out at 6.31 / 5.28 eV. The calculation puts the energy above the lowest of the compared OMol25 structures with the same formula, charge and spin at 0.0 kJ/mol. As for the charge: +1. Its HOMO energy (alpha / beta) is -9.81 / -9.81 eV. The calculated total energy comes out at -11528.97481 Ha.

Last column: Mulliken charge in e.
Positions of all 101 atoms, in Å:
Pb  0.6085  -0.2256  1.6426  2.113
C  0.7633  -4.9250  1.2332  -1.893
C  1.2370  -3.5391  0.8115  1.374
C  2.7451  -3.4000  0.9999  -0.825
C  0.8713  -3.2877  -0.6433  -1.120
O  0.5567  -2.5470  1.6163  0.773
Ge  0.4349  -2.6642  3.5684  -0.577
O  1.7929  -1.3524  3.5749  0.134
C  2.9390  -1.1909  4.4222  1.311
C  4.0336  -0.5658  3.5655  -1.417
C  2.5551  -0.2559  5.5649  -1.621
C  3.3936  -2.5359  4.9781  -1.759
O  -0.7718  -1.1744  3.1990  -0.599
C  -1.7643  -0.5923  4.0779  1.535
C  -2.0945  -1.5792  5.1888  -2.014
C  -1.1822  0.6911  4.6512  -0.795
C  -3.0000  -0.2954  3.2419  -1.511
H  1.1367  -5.6736  0.5335  0.451
H  -0.3272  -4.9674  1.2360  0.362
H  1.1233  -5.1899  2.2292  0.428
H  3.2691  -4.2389  0.5399  0.553
H  2.9986  -3.3762  2.0592  -0.310
H  3.1137  -2.4771  0.5434  0.083
H  1.4320  -3.9637  -1.2916  0.628
H  1.1219  -2.2648  -0.9347  -0.285
H  -0.1925  -3.4503  -0.8131  0.209
H  3.6861  0.3788  3.1389  0.226
H  4.3120  -1.2364  2.7507  0.243
H  4.9237  -0.3571  4.1602  0.468
H  2.2146  0.7043  5.1708  0.281
H  3.4022  -0.0751  6.2281  0.520
H  1.7464  -0.6923  6.1554  0.317
H  3.6547  -3.2289  4.1767  0.301
H  2.6134  -2.9914  5.5911  0.438
H  4.2749  -2.4029  5.6065  0.472
H  -1.2218  -1.7782  5.8144  0.415
H  -2.4531  -2.5258  4.7808  0.431
H  -2.8747  -1.1640  5.8275  0.477
H  -0.2537  0.4844  5.1862  -0.007
H  -1.8817  1.1680  5.3394  0.512
H  -0.9711  1.4085  3.8537  -0.136
H  -3.4302  -1.2167  2.8452  0.380
H  -2.7481  0.3685  2.4095  0.060
H  -3.7565  0.2072  3.8457  0.498
Se  0.6601  3.9337  3.7080  -0.273
Te  -1.1680  5.7181  3.8383  -0.065
Te  -2.5213  3.8670  2.3286  -0.039
Se  -0.1333  3.3920  1.5321  0.293
C  1.9780  -1.0553  -7.0030  -1.641
C  1.5648  -0.4434  -5.6950  0.650
C  0.4014  0.3102  -5.5867  -0.866
C  -0.0191  0.8575  -4.3823  0.800
C  -1.3166  1.6231  -4.3909  -1.084
C  0.7628  0.6572  -3.2266  0.272
As  0.3455  1.3236  -1.4255  1.892
N  -0.6994  -0.0123  -0.5938  0.164
C  -1.4389  -1.0185  -1.0646  0.700
C  -2.1514  -1.7994  -0.1002  -0.079
C  -2.9869  -2.8184  -0.4825  -0.481
C  -3.1300  -3.1311  -1.8361  -0.798
C  -2.4214  -2.4094  -2.8001  -0.864
C  -1.5935  -1.3752  -2.4366  -0.259
C  -0.8629  2.8454  -1.6752  0.793
C  -2.2310  2.9452  -1.3892  0.762
C  -3.0728  1.8296  -0.8266  -0.928
C  -2.8824  4.1468  -1.6630  -1.336
C  -2.2290  5.2485  -2.1897  0.526
C  -2.9593  6.5274  -2.4831  -1.676
C  -0.8660  5.1370  -2.4338  -1.181
C  -0.1719  3.9638  -2.1817  0.574
C  1.3070  3.9291  -2.4712  -1.911
C  1.9616  -0.0722  -3.3263  0.140
C  2.9403  -0.3038  -2.1954  -2.349
C  2.3285  -0.6171  -4.5545  -0.891
H  1.3844  -0.6657  -7.8282  0.384
H  1.8490  -2.1389  -6.9779  0.316
H  3.0291  -0.8572  -7.2135  0.389
H  -0.2061  0.4706  -6.4704  0.367
H  -1.8443  1.4469  -5.3271  0.532
H  -1.1490  2.6975  -4.2958  0.201
H  -1.9754  1.3325  -3.5731  -0.031
H  -2.0193  -1.5620  0.9474  0.003
H  -3.5303  -3.3832  0.2638  0.494
H  -3.7847  -3.9374  -2.1388  0.390
H  -2.5235  -2.6687  -3.8457  0.494
H  -1.0338  -0.8402  -3.1876  0.340
H  -2.6119  1.3570  0.0396  -0.179
H  -3.2483  1.0426  -1.5651  0.301
H  -4.0464  2.2176  -0.5279  0.433
H  -3.9417  4.2202  -1.4432  0.303
H  -3.9926  6.4813  -2.1428  0.377
H  -2.9653  6.7309  -3.5552  0.325
H  -2.4753  7.3734  -1.9937  0.382
H  -0.3245  5.9893  -2.8298  0.422
H  1.6378  4.8906  -2.8590  0.471
H  1.5670  3.1682  -3.2122  0.258
H  1.8826  3.7188  -1.5655  0.327
H  2.6666  0.1905  -1.2668  0.231
H  3.9225  0.0721  -2.4862  0.611
H  3.0548  -1.3715  -1.9990  0.415
H  3.2527  -1.1834  -4.6151  0.481